The following is a DFT calculation (ωB97M-V with the def2-TZVPD basis set) of 8 unconnected molecules or ions with the total composition C3H24N2O7 at a distorted geometry.

```
36
Properties=species:S:1:pos:R:3:forces:R:3
C 2.690 1.895 0.271 -0.06 -0.04 0.11
C 2.580 1.088 1.559 0.02 -0.06 -0.33
N 1.409 0.205 1.498 0.07 0.76 0.89
C 1.216 -0.598 2.729 -0.66 -0.74 -1.34
N -0.123 -1.146 2.799 -0.39 0.06 0.27
H 1.764 2.453 0.089 0.21 0.00 0.01
H 2.852 1.242 -0.595 0.00 0.09 0.16
H 3.529 2.588 0.351 -0.09 0.03 -0.14
H 3.521 0.532 1.712 -0.20 0.03 0.09
H 2.447 1.755 2.425 0.05 -0.18 -0.23
H 1.424 -0.370 0.666 0.17 -0.30 0.02
H 1.385 0.027 3.598 0.10 0.19 0.03
H 1.915 -1.443 2.740 0.05 0.15 0.20
H -0.828 -0.416 2.785 0.17 0.15 0.21
H -0.382 -1.734 2.015 0.48 -0.19 -0.06
O 0.508 -2.446 -1.255 -0.11 0.26 0.26
H -0.472 -2.496 -1.117 0.22 -0.40 -0.07
H 0.809 -3.295 -1.589 -0.19 0.03 0.04
O -2.190 -2.693 -0.892 -0.17 0.44 -0.03
H -2.662 -1.808 -0.708 0.27 -0.81 0.06
H -2.737 -3.376 -0.492 0.13 0.10 -0.04
O 1.205 -0.150 -2.520 0.24 0.32 0.58
H 1.083 -0.360 -3.443 -0.05 -0.30 -0.24
H 1.012 -0.955 -1.988 -0.06 -0.13 -0.52
O -3.283 0.924 -2.484 0.43 0.13 -0.05
H -3.218 0.420 -3.304 -0.04 0.07 0.12
H -2.347 1.217 -2.287 -0.31 -0.05 -0.31
O -0.972 1.522 0.868 0.39 0.12 0.57
H -0.087 1.144 1.164 -0.27 -0.14 -0.21
H -1.036 2.360 1.347 -0.19 -0.15 -0.22
O -3.336 -0.495 -0.235 0.17 0.42 0.20
H -2.639 0.004 0.224 -0.20 -0.01 0.03
H -3.487 0.027 -1.060 -0.03 -0.04 -0.01
O -0.732 1.673 -1.875 -0.04 -0.18 0.45
H -0.012 1.040 -2.108 -0.31 0.29 0.16
H -0.805 1.663 -0.889 0.19 0.06 -0.64
```
Positions in Å, forces in eV/Å.

Its relative energy (zero: lowest compared OMol25 entry of this formula, charge and spin) is 0.276 eV. The total charge is 0. The SMILES is CCNCN.O.O.O.O.O.O.O. For the LUMO energy, the calculation gives 0.017 Ha.

The following is a DFT calculation (ωB97M-V with the def2-TZVPD basis set) of 2 unconnected molecules or ions with the total composition C5H9NO at a distorted geometry.

```
16
Properties=species:S:1:pos:R:3:forces:R:3
C -1.773 -0.510 1.274 0.02 -0.08 0.01
C 0.680 0.972 -0.539 0.18 -0.26 -0.14
C 0.002 0.271 -1.644 -0.08 0.00 0.12
C 1.810 0.236 0.041 -0.24 0.41 0.01
O 2.052 -1.080 -0.430 0.23 -0.21 0.06
C -2.121 0.909 1.219 -0.33 0.96 -0.01
N -2.436 2.021 1.192 0.29 -1.09 0.03
H -0.708 -0.664 1.075 -0.18 0.06 0.04
H -2.007 -0.905 2.266 0.04 0.04 -0.15
H -2.349 -1.064 0.527 0.08 0.09 0.11
H -1.042 0.579 -1.762 0.19 0.02 0.00
H 0.132 -0.816 -1.727 -0.03 0.14 0.04
H 0.530 0.723 -2.506 0.00 0.00 0.07
H 2.679 0.903 -0.112 -0.10 -0.06 0.01
H 1.635 0.259 1.134 0.04 0.00 -0.13
H 2.857 -1.409 -0.014 -0.11 -0.02 -0.07
```
Positions in Å, forces in eV/Å.

Its relative energy (zero: lowest compared OMol25 entry of this formula, charge and spin) is 4.906 eV. The total charge is 0. For the LUMO energy, the calculation gives 0.007 Ha.

The following is a DFT calculation (ωB97M-V with the def2-TZVPD basis set) of a molecular structure, H4NaO14S3 at a distorted geometry.

```
22
Properties=species:S:1:pos:R:3:forces:R:3
Na 1.263 8.057 -7.552 0.11 0.17 -0.86
S -1.968 8.768 -7.955 2.22 3.39 0.74
O -3.341 8.401 -8.018 -3.50 -2.03 -1.16
O -1.820 9.695 -6.856 -0.03 2.06 2.00
O -1.050 7.684 -7.622 1.15 -3.05 -0.24
O -1.484 9.445 -9.180 -1.46 -0.68 -1.10
S 2.446 9.560 -5.230 2.18 -1.30 1.91
O 3.774 9.610 -4.608 -0.17 0.44 -0.02
O 1.498 10.442 -4.581 -0.97 2.11 0.55
O 2.504 10.020 -6.616 -0.07 1.22 -1.58
O 1.899 8.241 -5.191 -0.58 -2.28 -0.18
S 3.448 7.445 -10.137 0.63 1.36 0.78
O 4.402 8.444 -10.649 1.19 0.23 -1.02
O 3.662 6.123 -10.738 -0.09 -0.89 -0.92
O 3.622 7.358 -8.685 0.16 -0.62 1.99
O 2.106 7.998 -10.346 -1.49 -0.94 -1.20
O 0.889 10.082 -9.536 1.02 1.62 0.19
H 1.355 9.419 -10.046 0.80 -0.61 -0.24
H -0.016 9.772 -9.508 -1.09 -0.09 0.32
O -0.348 5.492 -8.949 0.22 -1.78 -0.57
H -0.406 5.748 -9.870 0.30 0.30 -0.09
H -0.737 6.225 -8.472 -0.52 1.37 0.70
```
Positions in Å, forces in eV/Å.

Its expectation value of S² is 0.760. The total charge is -4. Its spin multiplicity is 2. For the LUMO energy (alpha / beta), the calculation gives 0.293 / 0.293 Ha.

The following is a DFT calculation (ωB97M-V with the def2-TZVPD basis set) of a single C5H11NO molecule at a distorted geometry.

```
18
Properties=species:S:1:pos:R:3:forces:R:3
N -2.115 -1.716 2.002 0.11 0.82 0.01
C -0.982 -0.994 1.533 0.55 -3.51 -1.94
C -0.250 -1.242 0.345 -3.07 2.04 2.56
C 1.047 -0.527 0.024 1.09 0.34 0.10
C 1.068 0.357 -1.255 1.08 -0.53 -1.54
C 0.179 1.606 -1.295 0.29 -0.77 -2.47
O 0.736 2.662 -0.583 1.44 2.02 -0.26
H -2.483 -2.498 1.506 0.22 -0.21 -0.72
H -2.404 -1.806 2.987 0.87 0.83 -0.92
H -0.616 -0.384 2.267 1.17 1.51 1.97
H -1.078 -1.382 -0.350 0.88 -1.14 -1.17
H 1.949 -1.295 -0.009 -1.78 1.58 0.01
H 1.284 0.246 0.812 -0.16 -1.14 -0.18
H 2.062 0.795 -1.369 0.40 -0.23 0.34
H 1.029 -0.245 -2.202 -0.64 0.29 0.80
H -0.746 1.285 -0.905 -1.37 0.33 1.05
H -0.077 1.946 -2.360 0.58 -0.68 1.15
H 1.395 3.192 -1.149 -1.66 -1.55 1.22
```
Positions in Å, forces in eV/Å.

Its relative energy (zero: lowest compared OMol25 entry of this formula, charge and spin) is 3.128 eV. The total charge is 0. The SMILES is N/C=C/CCCO. For the LUMO energy, the calculation gives 0.037 Ha.

The following is a DFT calculation (ωB97M-V with the def2-TZVPD basis set) of a molecular structure, C20H26N2O at a distorted geometry.

```
49
Properties=species:S:1:pos:R:3:forces:R:3
C -5.362 -2.140 1.221 -1.51 -0.29 -6.59
H -5.767 -3.110 1.168 -1.57 -0.90 0.60
H -6.002 -1.265 1.012 -0.22 -0.85 0.47
H -4.830 -2.029 2.050 2.69 0.60 3.24
C -4.415 -2.275 -0.197 -6.19 11.11 3.62
C -3.844 -0.829 -0.107 1.31 3.41 -0.20
C -3.092 -0.356 1.031 -1.12 5.51 -10.15
C -2.421 1.030 0.626 -1.02 -2.94 5.14
C -2.613 1.796 -0.495 4.41 1.72 6.33
C -3.309 1.218 -1.433 0.82 6.75 -6.70
C -4.015 0.228 -1.284 -6.42 -14.00 1.13
H -4.669 -0.250 -2.216 1.70 1.39 2.49
H -3.463 1.660 -2.441 0.48 0.44 0.63
C -1.878 3.212 -0.518 -7.37 -1.84 1.93
N -0.713 3.305 0.100 2.75 4.40 11.50
C 0.297 2.414 0.271 2.17 -3.51 -6.09
C 1.376 2.297 1.201 -8.97 8.50 2.47
C 2.407 1.587 1.164 7.98 -2.74 0.92
C 2.742 0.881 -0.059 -4.55 2.12 4.33
C 1.640 0.811 -0.878 0.67 -1.07 -4.84
C 0.507 1.572 -1.017 3.46 2.75 9.87
H -0.293 1.620 -1.564 -3.61 -0.75 -4.03
H 1.770 0.230 -1.796 0.28 -0.50 0.31
N 3.684 -0.036 0.188 5.29 -3.18 -6.57
C 3.776 -1.019 -1.165 -1.40 -5.02 9.22
H 2.882 -1.645 -0.960 -0.05 0.89 -1.33
C 4.826 -2.390 -0.437 -1.63 13.81 7.89
H 4.954 -2.864 -1.181 1.50 -7.97 -8.98
O 6.015 -1.667 -0.199 2.80 -1.25 -2.10
C 6.094 -0.580 0.653 -5.23 0.74 -2.09
C 5.073 0.631 0.068 0.23 -8.98 0.53
H 5.007 1.319 0.704 0.12 6.03 5.21
H 5.421 0.951 -0.841 0.32 0.60 -2.61
H 7.051 -0.264 0.589 3.12 1.00 0.36
H 5.742 -0.958 1.590 -0.10 0.64 1.30
H 4.533 -2.403 0.576 -2.02 -2.06 0.67
H 4.079 -0.854 -2.113 0.95 1.51 -2.86
H 3.161 1.678 2.156 -1.88 -0.58 -3.06
H 1.196 3.163 2.013 0.61 -2.24 -1.05
H -0.977 3.804 1.255 1.45 -1.84 -4.22
H -1.573 3.206 -1.452 -0.06 1.42 -5.70
H -2.749 3.980 -0.031 2.77 -1.66 -2.19
H -1.887 1.333 1.591 -0.28 0.40 -1.89
H -2.900 -0.942 1.795 1.30 -2.25 3.91
C -3.488 -3.134 0.012 12.53 -12.29 2.46
H -2.653 -3.138 0.988 -2.96 0.94 -2.02
H -3.773 -4.284 0.146 -0.12 2.23 -0.36
H -2.563 -3.305 -0.719 -2.20 0.85 0.48
H -4.984 -2.188 -1.066 -1.26 -1.05 -1.38
```
Positions in Å, forces in eV/Å.

Its relative energy (zero: lowest compared OMol25 entry of this formula, charge and spin) is 19.664 eV. The total charge is 0. For the LUMO energy, the calculation gives 0.022 Ha.

The following is a DFT calculation (ωB97M-V with the def2-TZVPD basis set) of a single C37H42N4O7 molecule at a distorted geometry.

```
90
Properties=species:S:1:pos:R:3:forces:R:3
C 2.064 5.487 3.744 0.05 -0.05 0.16
O 1.652 5.798 2.436 -0.07 0.06 -0.31
C 2.078 4.997 1.415 0.01 -0.06 -0.08
C 2.878 3.872 1.560 -0.18 0.29 0.28
C 3.239 3.116 0.454 0.06 -0.17 -0.34
C 2.794 3.460 -0.815 -0.10 0.25 0.25
O 3.074 2.794 -1.976 0.01 0.16 -0.04
C 3.525 1.455 -1.951 0.01 -0.72 0.01
C 4.895 1.275 -1.359 -0.08 0.02 -0.18
C 5.226 0.179 -0.697 -0.08 -0.01 -0.10
C 4.240 -0.927 -0.429 0.15 -0.24 -0.02
C 3.933 -0.994 1.065 -0.14 -0.06 -0.12
C 2.623 -1.031 1.522 0.03 -0.03 -0.08
C 2.351 -1.051 2.880 -0.02 0.00 0.11
C 3.387 -1.056 3.796 0.00 -0.01 0.08
C 4.697 -1.057 3.347 0.10 -0.01 0.06
C 4.969 -1.025 1.991 -0.03 0.01 -0.05
O 3.078 -0.809 -1.232 0.03 -0.05 -0.04
C 2.537 0.492 -1.261 -0.34 0.73 -0.12
C 1.184 0.425 -1.979 0.40 -0.67 0.26
O 0.377 1.544 -1.624 0.10 0.27 -0.20
C -0.309 1.489 -0.487 -0.09 0.30 0.15
O -0.361 0.514 0.226 0.13 -0.15 0.11
C -0.921 2.833 -0.170 -0.16 -0.16 0.11
C -2.301 2.710 0.470 0.41 -0.12 -0.25
C -3.294 2.058 -0.449 -0.72 0.07 0.04
C -4.747 2.248 -0.142 0.03 -0.32 -0.27
N -2.813 1.389 -1.406 0.67 -0.22 -0.49
O -3.705 0.740 -2.261 -0.61 0.60 0.60
C -3.010 -0.292 -2.960 0.41 -0.17 -0.27
C -1.981 0.260 -3.940 -0.33 -0.04 0.20
C -2.390 -1.216 -1.959 -0.52 -0.12 0.56
C -2.893 -1.586 -0.727 0.25 0.04 -0.47
N -1.939 -2.375 -0.198 -0.68 0.83 -0.57
C -1.961 -3.071 1.063 0.62 -0.43 0.70
C -0.796 -2.585 1.945 -0.25 -0.29 -0.10
O -0.965 -1.264 2.374 -0.08 0.38 -0.06
C -1.885 -4.584 0.801 -0.16 0.23 -0.03
C -3.034 -5.007 -0.072 0.10 -0.13 0.03
C -4.278 -5.277 0.483 0.05 0.01 -0.02
C -5.353 -5.604 -0.324 -0.11 0.01 0.03
C -5.197 -5.656 -1.699 -0.08 -0.02 -0.06
C -3.961 -5.386 -2.261 -0.02 0.00 -0.07
C -2.885 -5.065 -1.452 0.02 -0.04 0.01
N -0.928 -2.490 -1.044 0.90 -0.86 0.67
N -1.184 -1.801 -2.095 -0.16 0.30 -0.66
C 2.006 4.604 -0.960 0.16 -0.18 0.02
C 1.657 5.362 0.134 0.07 0.00 0.22
H 1.617 6.247 4.383 0.06 -0.08 0.01
H 3.154 5.527 3.844 -0.03 -0.02 0.00
H 1.707 4.499 4.054 0.03 0.02 -0.01
H 3.237 3.562 2.528 0.01 0.00 0.11
H 3.883 2.264 0.606 -0.03 -0.05 0.02
H 3.577 1.190 -3.018 -0.05 0.01 0.20
H 5.597 2.077 -1.534 0.18 0.06 0.01
H 6.218 0.047 -0.296 0.15 0.05 0.05
H 4.680 -1.886 -0.735 -0.03 0.17 0.05
H 1.810 -1.052 0.813 -0.12 0.05 -0.11
H 1.325 -1.060 3.216 -0.13 0.00 0.01
H 3.177 -1.069 4.855 -0.02 0.00 0.09
H 5.513 -1.082 4.055 0.06 0.00 0.06
H 5.996 -1.034 1.659 0.12 0.02 -0.03
H 2.356 0.855 -0.238 0.00 -0.11 -0.17
H 1.312 0.477 -3.061 -0.05 0.02 0.04
H 0.684 -0.513 -1.719 0.12 0.23 -0.08
H -0.969 3.409 -1.092 0.03 0.04 0.05
H -0.238 3.338 0.518 0.05 -0.01 -0.05
H -2.666 3.697 0.760 0.00 -0.02 0.04
H -2.226 2.099 1.375 -0.08 0.07 0.06
H -5.339 1.501 -0.666 -0.09 0.03 0.04
H -4.921 2.179 0.930 -0.01 0.02 0.08
H -5.064 3.234 -0.478 -0.04 0.08 0.02
H -3.814 -0.811 -3.498 0.14 0.15 0.10
H -1.421 -0.563 -4.372 0.09 -0.05 -0.10
H -2.479 0.825 -4.724 -0.03 0.03 -0.07
H -1.300 0.916 -3.406 0.10 0.02 0.00
H -3.804 -1.347 -0.223 -0.19 0.04 0.17
H -2.908 -2.819 1.554 0.14 0.01 -0.12
H -0.762 -3.199 2.850 0.02 -0.06 -0.13
H 0.140 -2.718 1.389 -0.04 -0.07 0.05
H -0.804 -0.659 1.630 0.01 0.03 0.04
H -1.918 -5.107 1.758 0.05 0.00 0.02
H -0.936 -4.797 0.309 0.02 -0.04 0.07
H -4.403 -5.235 1.556 -0.01 -0.01 0.13
H -6.315 -5.816 0.120 -0.07 -0.02 0.03
H -6.037 -5.907 -2.330 -0.07 -0.02 -0.05
H -3.833 -5.425 -3.333 0.01 -0.01 -0.09
H -1.922 -4.853 -1.894 0.10 0.04 -0.03
H 1.676 4.875 -1.950 -0.07 0.04 -0.14
H 1.048 6.245 0.026 -0.09 0.12 -0.03
```
Positions in Å, forces in eV/Å.

Its relative energy (zero: lowest compared OMol25 entry of this formula, charge and spin) is 0.000 eV. The total charge is 0. The SMILES is COc1ccc(O[C@H]2C=C[C@@H](c3ccccc3)O[C@@H]2COC(=O)CC/C(C)=N/O[C@@H](C)c2cn([C@H](CO)Cc3ccccc3)nn2)cc1. For the LUMO energy, the calculation gives 0.025 Ha.

Repeat the second record exactly.
The following is a DFT calculation (ωB97M-V with the def2-TZVPD basis set) of 2 unconnected molecules or ions with the total composition C5H9NO at a distorted geometry.

```
16
Properties=species:S:1:pos:R:3:forces:R:3
C -1.773 -0.510 1.274 0.02 -0.08 0.01
C 0.680 0.972 -0.539 0.18 -0.26 -0.14
C 0.002 0.271 -1.644 -0.08 0.00 0.12
C 1.810 0.236 0.041 -0.24 0.41 0.01
O 2.052 -1.080 -0.430 0.23 -0.21 0.06
C -2.121 0.909 1.219 -0.33 0.96 -0.01
N -2.436 2.021 1.192 0.29 -1.09 0.03
H -0.708 -0.664 1.075 -0.18 0.06 0.04
H -2.007 -0.905 2.266 0.04 0.04 -0.15
H -2.349 -1.064 0.527 0.08 0.09 0.11
H -1.042 0.579 -1.762 0.19 0.02 0.00
H 0.132 -0.816 -1.727 -0.03 0.14 0.04
H 0.530 0.723 -2.506 0.00 0.00 0.07
H 2.679 0.903 -0.112 -0.10 -0.06 0.01
H 1.635 0.259 1.134 0.04 0.00 -0.13
H 2.857 -1.409 -0.014 -0.11 -0.02 -0.07
```
Positions in Å, forces in eV/Å.

Its relative energy (zero: lowest compared OMol25 entry of this formula, charge and spin) is 4.906 eV. The total charge is 0. For the LUMO energy, the calculation gives 0.007 Ha.

What is the total charge in the third record? -4